No. 1
C25H28HfN7O6 | the ωB97M-V functional and the def2-TZVPD basis

The geometry in ORCA input format:
```
! RIJCOSX wB97M-V def2-TZVPD def2/J DEFGRID3
* xyz 1 1
Hf -0.0241 -0.0560 -0.5616
O 1.1611 -2.2153 3.6032
C 1.1331 -1.4218 2.5404
O 1.6038 -1.7138 1.4640
C 0.5079 -0.0928 2.8079
C 0.2945 0.4076 4.0787
C -0.1255 1.7283 4.2014
C -0.2618 2.5065 3.0642
C -0.0216 1.9220 1.8317
N 0.3113 0.6372 1.7078
C 0.0016 2.7017 0.5252
O -0.3912 3.8305 0.4556
O 0.5220 1.9638 -0.4326
H 1.6315 -3.0287 3.3700
H 0.4769 -0.2131 4.9430
H -0.3045 2.1505 5.1809
H -0.5330 3.5524 3.0995
C -1.2407 -3.7347 1.3770
C -1.4615 -2.3365 0.8889
O -0.6683 -1.9421 -0.0853
C -2.4541 -1.5352 1.3859
C -2.8905 -0.3167 0.7624
C -4.2691 0.2008 1.0170
N -2.1081 0.2812 -0.0883
N -2.6071 1.3189 -0.8802
C -1.9483 1.3429 -1.9977
O -0.9906 0.4486 -2.2753
C -2.2034 2.3900 -2.9991
C -2.9570 3.5117 -2.6584
C -3.1813 4.4997 -3.6006
C -2.6613 4.3726 -4.8820
C -1.9111 3.2563 -5.2232
C -1.6776 2.2668 -4.2822
H -0.2117 -4.0350 1.1887
H -1.8976 -4.4225 0.8411
H -1.4690 -3.8229 2.4384
H -3.0850 -1.9405 2.1643
H -4.7522 -0.3490 1.8199
H -4.8652 0.1051 0.1082
H -4.2349 1.2640 1.2540
H -3.3471 3.6068 -1.6550
H -3.7586 5.3752 -3.3359
H -2.8398 5.1485 -5.6146
H -1.5082 3.1584 -6.2222
H -1.0954 1.3930 -4.5403
C 2.0250 -2.0171 -2.0322
N 3.2346 -2.3409 -2.7416
C 4.3844 -1.9049 -1.9445
N 4.3570 -0.4590 -1.7105
C 3.1547 -0.1145 -0.9965
N 1.9158 -0.5324 -1.7646
C 1.9876 0.1723 -3.1035
N 3.1950 -0.1699 -3.8101
C 3.2439 -1.6180 -4.0179
C 4.3529 0.2276 -3.0062
H 1.9948 -2.5306 -1.0693
H 1.1522 -2.3088 -2.6216
H 5.3015 -2.1606 -2.4744
H 4.3741 -2.4256 -0.9855
H 3.0944 0.9657 -0.8505
H 3.1341 -0.6196 -0.0298
H 1.9410 1.2458 -2.9121
H 1.1087 -0.1219 -3.6777
H 4.1539 -1.8695 -4.5618
H 2.3827 -1.9279 -4.6117
H 4.3254 1.3057 -2.8423
H 5.2659 -0.0233 -3.5453
*
```

The energy above the lowest of the compared OMol25 structures with the same formula, charge and spin is 0.0 kJ/mol. As for the calculated total energy: -1852.24761 a.u. The LUMO energy is -3.8 eV. As for the frontier orbital gap: 0.26065 Eh.

***

No. 2
C43H37N4 | the ωB97M-V functional and the def2-TZVPD basis

The geometry in ORCA input format:
```
! RIJCOSX wB97M-V def2-TZVPD def2/J DEFGRID3
* xyz 1 1
C 5.2878 0.7720 0.3521
C 5.5285 1.6782 -0.6878
C 4.6376 2.7261 -0.9271
C 3.4890 2.8701 -0.1407
C 2.5509 4.0178 -0.4257
N 1.1544 3.7510 -0.0375
C 0.5307 4.6718 0.9352
C -0.7172 5.3345 0.4087
C -1.8180 5.5270 1.2522
C -3.0000 6.0696 0.7410
C -3.0768 6.4532 -0.6029
C -1.9657 6.2800 -1.4362
C -0.7821 5.7426 -0.9248
C 0.4757 2.7378 -0.5764
C -0.8148 2.3717 -0.1572
C -1.6289 1.5343 -0.8954
C -2.9949 1.2385 -0.5578
C -3.7988 0.4391 -1.4175
C -5.1248 0.1531 -1.1079
C -5.7014 0.6484 0.0742
C -4.9306 1.4424 0.9332
C -3.6039 1.7393 0.6269
C 3.2555 1.9772 0.9080
C 4.1461 0.9236 1.1454
H 5.9855 -0.0461 0.5448
H 6.4187 1.5700 -1.3099
H 4.8095 3.4424 -1.7355
H 2.8708 4.9263 0.1046
H 2.5874 4.2409 -1.5048
H 0.2931 4.1230 1.8613
H 1.2920 5.4275 1.1827
H -1.7411 5.2207 2.3004
H -3.8606 6.1954 1.3999
H -3.9953 6.8886 -1.0020
H -2.0024 6.5636 -2.4882
H 0.0885 5.5982 -1.5709
H 0.9801 2.1803 -1.3781
H -1.1824 2.7959 0.7816
H -1.2185 1.1092 -1.8148
H -3.3448 0.0636 -2.3384
H -5.7217 -0.4595 -1.7860
H -6.7396 0.4217 0.3224
H -5.3624 1.8404 1.8531
H -3.0255 2.3691 1.3066
H 2.3657 2.0997 1.5315
H 3.9397 0.2332 1.9640
C 3.4212 -0.9043 -4.3112
C 3.3061 -0.2345 -3.0825
C 2.5214 -0.7753 -2.0609
C 1.9292 -2.0305 -2.2520
N 1.2241 -2.6120 -1.1994
C 0.6149 -1.9920 -0.1773
N 0.0239 -3.0246 0.5063
C -1.0161 -2.9012 1.4528
C -1.0994 -1.6960 2.1324
C -2.0468 -1.5703 3.1570
C -2.9312 -2.6222 3.4314
C -2.8826 -3.8051 2.6850
C -1.9352 -3.9326 1.6590
C 0.5265 -4.2407 0.0071
C 0.5043 -5.5040 0.7265
C 0.6311 -6.6728 -0.0487
C 0.4979 -7.9231 0.5517
C 0.3095 -8.0380 1.9351
C 0.2868 -6.8830 2.7260
C 0.4299 -5.6258 2.1412
N 1.1504 -4.0003 -1.1267
C 2.0611 -2.7280 -3.4533
C 2.7836 -2.1388 -4.4991
H 4.0029 -0.4553 -5.1235
H 3.8274 0.7103 -2.9305
H 2.3807 -0.3091 -1.0867
H -0.3959 -0.9126 1.8472
H -2.0822 -0.6498 3.7374
H -3.6681 -2.5229 4.2329
H -3.5663 -4.6325 2.8853
H -1.9014 -4.8413 1.0525
H 0.8006 -6.5554 -1.1189
H 0.5319 -8.8203 -0.0631
H 0.1835 -9.0173 2.4016
H 0.1451 -6.9602 3.8050
H 0.4564 -4.7340 2.7732
H 1.5887 -3.7031 -3.5580
H 2.8512 -2.6455 -5.4616
*
```

The energy above the lowest of the compared OMol25 structures with the same formula, charge and spin is 0.0 kJ/mol. As for the calculated total energy: -1879.52251 a.u. The LUMO energy is -4.2 eV. As for the frontier orbital gap: 0.21917 Eh.

***

No. 3
C3H2F2OS | the ωB97M-V functional and the def2-TZVPD basis

The geometry in ORCA input format:
```
! RIJCOSX wB97M-V def2-TZVPD def2/J DEFGRID3
* xyz 0 1
C 1.3348 -1.3926 -2.1382
C 0.4928 -0.7391 -1.5889
C -0.3272 0.9641 1.3796
O -1.9595 -0.9331 0.4155
F 0.9986 0.6953 1.2187
F -0.4347 2.2976 1.2078
S -1.3500 0.2246 -0.1223
H 2.0407 -1.6913 -2.7909
H -0.7956 0.5746 2.4187
*
```

The energy above the lowest of the compared OMol25 structures with the same formula, charge and spin is 558.8 kJ/mol. As for the calculated total energy: -788.43817 a.u. The LUMO energy (spin up / spin down) is -2.0 / -2.0 eV. As for the frontier orbital gap (spin up / spin down): 0.29710 / 0.29700 Eh.

***

No. 4
C29H45BrNO30PS6 | the ωB97M-V functional and the def2-TZVPD basis

The geometry in ORCA input format:
```
! RIJCOSX wB97M-V def2-TZVPD def2/J DEFGRID3
* xyz 0 1
C 6.0113 -1.4188 1.8700
C 5.7133 -2.9028 1.4655
C 4.2400 -3.1396 0.9952
Br 3.5007 -1.5298 0.1098
N 3.3891 -3.6886 2.0254
C 2.2658 -4.4751 1.5737
O 2.2634 -5.6170 1.2061
C 1.1158 -3.4992 1.7497
C -0.1797 -3.4258 1.1881
C -0.6048 -4.4814 0.1711
C -1.0597 -2.3506 1.5633
C -2.4531 -2.3600 0.8573
C -0.6652 -1.3505 2.4763
C -1.6156 -0.2172 2.8672
C -0.9870 1.2007 2.6977
C -1.8375 2.1281 1.7502
C -0.8308 3.1040 1.0902
O -0.1562 3.7944 1.8151
O -0.7484 3.1874 -0.2823
C 0.6336 -1.4261 3.0561
P 1.2884 -0.2131 4.3036
O 1.5076 -1.0456 5.7234
O 2.7866 0.2787 3.7697
C 1.4555 -2.4605 2.6518
C 2.8909 -2.7980 3.0308
O 3.5065 -2.4495 4.0088
H 5.2364 -1.0303 2.5420
H 6.1660 -0.7821 0.9899
H 6.9901 -1.4472 2.3836
H 5.9838 -3.5623 2.2996
H 6.3649 -3.0872 0.5944
H 4.3038 -3.9068 0.2094
H -1.2924 -5.2129 0.6225
H 0.2947 -5.0391 -0.1190
H -1.0023 -4.0220 -0.7429
H -2.2395 -2.2230 -0.2126
H -3.1643 -1.6474 1.2772
H -2.8654 -3.3732 0.9996
H -2.5201 -0.2217 2.2432
H -1.9868 -0.3703 3.8955
H 0.0229 1.1580 2.2644
H -0.9012 1.7466 3.6454
H -2.5144 2.7676 2.3371
H -2.3741 1.5507 0.9839
H -0.0404 2.6184 -0.6214
H 2.2975 -1.6143 5.6738
H 3.4646 0.1210 4.4422
C 5.2013 0.2302 -4.4308
C 4.2701 1.2717 -5.0149
O 2.9674 0.6896 -4.9148
S 2.8994 -0.2429 -3.6052
O 2.3062 0.5015 -2.5525
O 2.4306 -1.5223 -3.9903
O 4.4823 -0.3303 -3.3284
H 5.4040 -0.5682 -5.1481
H 6.1416 0.6589 -4.0920
H 4.5051 1.5084 -6.0495
H 4.2787 2.1893 -4.4214
C 1.7804 -8.4022 -3.1278
C 1.8790 -6.8926 -3.1964
O 0.5300 -6.4501 -3.3756
S -0.4667 -7.4579 -2.6173
O -0.7824 -6.9071 -1.3482
O -1.4625 -7.8775 -3.5320
O 0.5792 -8.6596 -2.3941
H 1.6733 -8.8396 -4.1230
H 2.6350 -8.8503 -2.6263
H 2.5057 -6.5516 -4.0165
H 2.2516 -6.4758 -2.2571
C 0.3380 7.6761 -2.7266
C -0.8632 7.6835 -3.6497
O -1.5705 6.4795 -3.3321
S -1.3756 6.1442 -1.7661
O -2.5130 6.6323 -1.0626
O -0.9120 4.8103 -1.6413
O -0.1503 7.1455 -1.4881
H 1.1211 7.0113 -3.0973
H 0.7501 8.6710 -2.5766
H -0.5834 7.6976 -4.6999
H -1.5210 8.5300 -3.4382
C -0.8482 -5.9611 4.4114
C -1.6058 -7.0297 3.6566
O -2.9439 -6.9655 4.1821
S -3.2403 -5.4308 4.5933
O -3.9324 -4.8181 3.5151
O -3.7265 -5.4048 5.9233
O -1.7486 -4.8978 4.5547
H -0.5534 -6.3137 5.4037
H 0.0348 -5.6263 3.8690
H -1.1782 -8.0206 3.7838
H -1.6605 -6.7931 2.5909
C -2.7203 3.0579 -3.5348
C -4.1569 2.8764 -3.0972
O -4.7585 2.0994 -4.1391
S -3.6587 1.1034 -4.7622
O -3.8063 -0.1709 -4.1574
O -3.6454 1.2781 -6.1690
O -2.3567 1.8086 -4.1363
H -2.6331 3.8406 -4.2928
H -2.0620 3.2850 -2.7034
H -4.6782 3.8226 -2.9740
H -4.2195 2.3044 -2.1681
C -3.7491 8.6135 1.5628
C -2.7715 9.4819 0.8005
O -3.4415 10.7356 0.6326
S -4.3945 10.9981 1.9038
O -3.7110 11.8434 2.8144
O -5.6984 11.2894 1.4313
O -4.3740 9.5020 2.4973
H -4.5201 8.2113 0.9025
H -3.2564 7.7955 2.0824
H -2.5040 9.0567 -0.1626
H -1.8647 9.6597 1.3842
*
```

As for the calculated total energy: -8748.35769 a.u. The LUMO energy is -0.4 eV. As for the frontier orbital gap: 0.28682 Eh.

***

No. 5
C11H18N2O2 | the ωB97M-V functional and the def2-TZVPD basis

The geometry in ORCA input format:
```
! RIJCOSX wB97M-V def2-TZVPD def2/J DEFGRID3
* xyz 0 1
C -0.6464 1.9826 0.7103
C -0.0101 0.6558 2.5483
C 1.2445 -2.3436 -0.5904
C 2.2744 2.5380 1.5411
C -2.0150 -1.9538 -1.0501
C -1.4472 0.3443 -1.6461
C 0.2933 -1.3737 -1.4805
C 1.9470 1.7262 0.2893
C -0.9106 -0.5872 0.7760
C -0.0205 0.7594 1.0939
C -0.9916 -0.8553 -0.7717
N -1.1406 3.0087 0.6100
N 0.2820 0.7684 3.6541
O -2.1651 -0.6186 1.2866
O 1.1797 0.5104 0.4875
H 0.7126 -3.1861 -0.2737
H 1.5866 -1.9694 0.4770
H 2.0524 -2.6538 -1.2715
H 1.4049 2.7977 2.0790
H 2.8612 1.9656 2.1762
H 2.7615 3.4822 1.3378
H -3.0333 -1.6432 -0.9722
H -1.7988 -2.3730 -2.0473
H -1.9868 -2.6784 -0.3424
H -1.8203 0.0132 -2.5722
H -2.0815 1.0550 -1.1554
H -0.5962 0.9223 -1.7820
H 0.8906 -0.6493 -2.0243
H 0.0027 -2.0115 -2.3490
H 2.8020 1.3428 -0.2396
H 1.3492 2.2729 -0.5268
H -0.3068 -1.3667 1.1911
H -2.6737 0.1180 0.8372
*
```

The energy above the lowest of the compared OMol25 structures with the same formula, charge and spin is 535.2 kJ/mol. As for the calculated total energy: -689.81109 a.u. The LUMO energy is 0.6 eV. As for the frontier orbital gap: 0.40781 Eh.

***

No. 6
C25H42N3O10Si | the ωB97M-V functional and the def2-TZVPD basis

The geometry in ORCA input format:
```
! RIJCOSX wB97M-V def2-TZVPD def2/J DEFGRID3
* xyz 1 1
C -0.0543 1.3648 -1.3029
Si 0.6429 -0.2950 -1.9416
C -0.6437 -1.1392 -3.0340
C 0.9326 -1.4143 -0.4264
N 2.2053 0.1092 -2.7870
C 3.4033 -0.0368 -2.1056
N 4.4060 0.3405 -2.8977
N 3.7871 0.6997 -4.0118
C 2.4586 0.5869 -4.0244
H -0.9031 1.2225 -0.6100
H -0.3111 1.9770 -2.1986
H 0.8101 1.8941 -0.8283
H -1.0027 -2.0595 -2.5272
H -1.5244 -0.4589 -3.0879
H -0.2951 -1.4319 -4.0470
H 1.2645 -2.4223 -0.7629
H 1.6813 -0.9330 0.2385
H -0.0568 -1.5205 0.0773
H 3.5256 -0.3792 -1.0701
H 4.2718 1.0699 -4.8285
H 1.7158 0.8203 -4.7952
O -2.7534 -3.2434 -1.7555
C -3.3062 -2.4600 -1.0309
O -2.7820 -1.2521 -0.7029
C -3.6357 -0.6034 0.2677
C -4.9926 -1.2543 0.0942
C -4.6238 -2.6690 -0.3253
H -3.2207 -0.7662 1.2612
H -3.6668 0.4682 0.0704
H -5.6065 -1.2070 0.9903
H -5.5403 -0.7642 -0.7157
H -4.4653 -3.3213 0.5355
H -5.3622 -3.0979 -0.9989
O -5.7042 0.5276 2.7299
C -6.6722 1.1391 2.3756
O -7.7072 0.5774 1.7004
C -8.6523 1.5950 1.3289
C -8.4055 2.7385 2.2941
C -6.9121 2.6203 2.5591
H -8.4661 1.8796 0.2901
H -9.6634 1.1996 1.4092
H -8.7082 3.7076 1.8993
H -8.9569 2.5665 3.2211
H -6.3218 3.1690 1.8226
H -6.6532 2.9351 3.5673
O -1.4502 -0.6020 2.5844
C -0.6959 0.1271 3.1705
O -1.0400 0.8181 4.2786
C 0.0441 1.6782 4.6738
C 1.2806 1.0646 4.0544
C 0.7306 0.4470 2.7780
H -0.1561 2.6847 4.2971
H 0.1054 1.7149 5.7599
H 2.0806 1.7847 3.8858
H 1.6678 0.2804 4.7039
H 0.7203 1.1600 1.9494
H 1.2697 -0.4557 2.4991
O 3.9972 2.0125 -9.5062
C 4.2515 1.0061 -8.9190
O 5.1062 0.9488 -7.8542
C 5.2775 -0.4163 -7.4476
C 4.0536 -1.1471 -7.9702
C 3.7366 -0.3780 -9.2448
H 6.2038 -0.7983 -7.8818
H 5.3523 -0.4657 -6.3604
H 4.2237 -2.2113 -8.1275
H 3.2257 -1.0401 -7.2625
H 4.2851 -0.7673 -10.1039
H 2.6692 -0.3580 -9.4505
O 2.5794 0.2582 6.8921
C 3.6819 -0.1590 6.6774
O 4.5224 0.3810 5.7567
C 5.7167 -0.4145 5.6680
C 5.7942 -1.1653 6.9833
C 4.3259 -1.3600 7.3306
H 5.6240 -1.0864 4.8106
H 6.5765 0.2357 5.5141
H 6.3584 -2.0946 6.9156
H 6.2698 -0.5381 7.7404
H 3.9171 -2.2682 6.8835
H 4.1596 -1.3551 8.4051
*
```

As for the calculated total energy: -2183.84379 a.u. The LUMO energy is -3.2 eV. As for the frontier orbital gap: 0.31689 Eh.